Record 1
A 2-piece molecular cluster, C5H9NO overall. Source: the Open Molecules 2025 dataset; level of theory: ωB97M-V/def2-TZVPD.

Computed properties:
- relative energy (zero: lowest compared OMol25 entry of this formula, charge and spin) (eV) = 4.824
- HOMO-LUMO gap (spin up / spin down) (hartree) = 0.259 / 0.259

Last columns: bonded neighbours and bond lengths (Å).
CARTESIAN COORDINATES (ANGSTROEM)
1 C 1.8813 0.0805 0.7134  N5 1.327, H10 1.076, H11 1.078
2 C -2.0843 -1.4385 -0.1117  C3 1.517, H12 1.089, H13 1.094, H14 1.092
3 C -0.6813 -0.8650 -0.0564  C2 1.517, C4 1.406, O7 1.260
4 C -0.4902 0.4637 0.3615  C3 1.406, C6 1.325
5 N 2.4545 0.6632 -0.3326  C1 1.327, H8 1.011, H9 1.011
6 C -0.7930 1.6718 -0.0900  C4 1.325, H15 1.093, H16 1.091
7 O 0.2923 -1.6458 -0.2277  C3 1.260
8 H 2.1648 1.6025 -0.5683  N5 1.011
9 H 2.6958 0.0861 -1.1264  N5 1.011
10 H 2.1108 -0.9536 0.9048  C1 1.076
11 H 1.5591 0.7022 1.5333  C1 1.078
12 H -2.8427 -0.7149 0.1847  C2 1.089
13 H -2.2782 -1.7561 -1.1404  C2 1.094
14 H -2.1509 -2.3228 0.5254  C2 1.092
15 H -1.2715 1.8563 -1.0553  C6 1.093
16 H -0.5665 2.5703 0.4855  C6 1.091

Atomic partial charges in e from the Löwdin method, atoms 1 to 5: C 0.00; C -0.03; C -0.52; C -0.14; N 0.09

***

Record 2
One molecule with the formula C5H9NO. Source: the Open Molecules 2025 dataset; level of theory: ωB97M-V/def2-TZVPD.

Computed properties:
- relative energy (zero: lowest compared OMol25 entry of this formula, charge and spin) (eV) = 2.461
- SMILES = C[C@@H]1C(=O)N[C@@H]1C
- HOMO-LUMO gap (hartree) = 0.377

Last columns: bonded neighbours and bond lengths (Å).
CARTESIAN COORDINATES (ANGSTROEM)
1 C 1.5784 -0.9562 -0.0298  C2 1.498, H8 1.090, H9 1.099, H10 1.093
2 C 0.5453 -0.3771 0.8877  C1 1.498, N3 1.435, C6 1.767, H11 1.126
3 N 0.5487 1.0230 1.2016  C2 1.435, C4 1.378, H12 1.006
4 C -0.6125 1.4073 0.5664  N3 1.378, O5 1.210, C6 1.494
5 O -1.0503 2.5162 0.3591  C4 1.210
6 C -0.9789 0.0373 0.0958  C2 1.767, C4 1.494, C7 1.527, H13 1.073
7 C -1.3988 -0.0915 -1.3663  C6 1.527, H14 1.096, H15 1.105, H16 1.095
8 H 1.4849 -0.4658 -0.9986  C1 1.090
9 H 1.4105 -2.0348 -0.1566  C1 1.099
10 H 2.5892 -0.8104 0.3597  C1 1.093
11 H 0.5076 -0.9846 1.8346  C2 1.126
12 H 0.9142 1.4635 2.0284  N3 1.006
13 H -1.1437 -0.7265 0.8317  C6 1.073
14 H -0.5117 -0.0379 -2.0084  C7 1.096
15 H -2.0268 0.7673 -1.6641  C7 1.105
16 H -1.9679 -0.9934 -1.6143  C7 1.095

Atomic partial charges in e from the Löwdin method, atoms 1 to 5: C -0.07; C -0.28; N 0.09; C -0.49; O 0.07

***

Record 3
One molecule with the formula C5H9NO. Source: the Open Molecules 2025 dataset; level of theory: ωB97M-V/def2-TZVPD.

Computed properties:
- relative energy (zero: lowest compared OMol25 entry of this formula, charge and spin) (eV) = 3.827
- HOMO-LUMO gap (spin up / spin down) (hartree) = 0.244 / 0.244

Last columns: bonded neighbours and bond lengths (Å).
CARTESIAN COORDINATES (ANGSTROEM)
1 C 1.7041 -0.9925 0.1130  C2 1.532, H8 1.096, H9 1.094, H10 1.097
2 C 0.6588 0.1271 0.1220  C1 1.532, O3 1.478, C4 1.496, C7 1.472
3 O 1.4748 1.3591 0.1625  C2 1.478, H11 0.970
4 C -0.1085 0.2357 -1.1583  C2 1.496, N5 1.302, H13 1.088
5 N -1.4022 0.2594 -1.0176  C4 1.302, C6 1.468, H12 1.011
6 C -1.7754 0.1394 0.3974  N5 1.468, C7 1.486, H14 1.104, H15 1.105
7 C -0.4570 0.0901 1.0808  C2 1.472, C6 1.486, H16 1.085
8 H 1.2416 -1.9608 -0.1080  C1 1.096
9 H 2.1737 -1.0480 1.0997  C1 1.094
10 H 2.4918 -0.7904 -0.6227  C1 1.097
11 H 0.9101 1.9368 0.6986  O3 0.970
12 H -2.0437 0.5027 -1.7605  N5 1.011
13 H 0.3344 0.3162 -2.1490  C4 1.088
14 H -2.3923 -0.7715 0.4858  C6 1.104
15 H -2.4437 0.9928 0.6102  C6 1.105
16 H -0.3665 -0.3961 2.0463  C7 1.085

Atomic partial charges in e from the Löwdin method, atoms 1 to 5: C -0.03; C -0.60; O -0.07; C 0.04; N 0.06